# 1
Here is C14H27I2InO4PS2Ti as an isolated structure at a distorted geometry from OMol25. Energies are from ωB97M-V/def2-TZVPD.

## Properties
Molecular weight   770.97 g/mol
Energy above the lowest of the compared OMol25 structures with the same formula, charge and spin   68.19 kcal/mol
LUMO (spin up / spin down)   -16.163 / -16.666 eV
Total energy   -3621.703670 Eh
Orbital gap (spin up / spin down)   5.93 / 5.38 eV
Multiplicity   2
F_max   11.19 eV Å⁻¹
Total charge   +4

XYZ file:
```
52
C14H27I2InO4PS2Ti, DFT ωB97M-V/def2-TZVPD
C -3.4351 1.2668 0.2118
H -1.3928 -3.6845 -1.3595
O -3.5684 -2.3506 0.0527
C -2.9717 -1.3713 -0.2290
C -0.4559 -3.2441 -0.9695
H 2.1577 -2.2053 -1.0450
H 0.4215 4.6378 -2.0317
O -4.2788 1.8475 0.8118
C 1.7282 -2.5256 -2.0094
H -1.9112 4.2052 -2.7317
C 2.1412 -0.3142 3.5557
C -2.2443 4.2571 -1.6837
H 0.2180 -4.0771 -0.7124
H -2.3924 4.6527 0.8038
H -0.0336 5.6883 -0.6660
H 0.9814 4.2499 -0.3871
C 3.2714 -2.2173 1.4541
H -0.6780 -2.6975 -0.0534
S -0.6864 2.1766 -1.3252
H 2.1995 -1.9159 -2.7970
H 3.7287 -1.4189 0.8210
C 0.0768 1.4921 2.0325
H -0.7372 4.3013 1.3553
In 0.3336 0.4160 0.2037
O 0.7142 -1.2961 1.4286
H 0.1576 -2.7882 3.7517
C -1.5630 3.9263 0.7263
C 1.0833 -3.0739 3.2277
H 2.8833 -0.6359 4.2966
H -3.1366 3.6180 -1.5880
H 1.9982 -3.5773 -2.1768
C -1.1308 3.8539 -0.7326
H 1.2280 -0.0322 4.1120
Ti -2.1426 0.3106 -1.0165
H -1.9175 2.9833 1.1342
H 0.8245 -3.8711 2.5113
H 1.7820 -3.4835 3.9594
I 2.9440 1.1930 -0.1090
P 1.7952 -1.6427 2.3675
H -2.5369 5.2927 -1.4611
H 4.0437 -2.5623 2.1475
I -3.5730 0.4249 -3.1259
H 2.5344 0.5938 3.0678
H 3.0268 -3.0694 0.7920
H 0.1713 -2.1312 -4.1993
H -0.2195 -3.7712 -3.6255
C 0.1346 4.6486 -0.9686
H -1.4203 -2.4631 -3.4794
O 0.1201 2.0759 3.0382
S -0.1395 -0.5930 -1.9189
C 0.2125 -2.3934 -2.0436
C -0.3460 -2.7052 -3.4174
```

---

# 2
Here is C14H27N2O8P3PtS as an isolated structure from OMol25. Energies are from ωB97M-V/def2-TZVPD.

## Properties
Molecular weight   671.44 g/mol
Energy above the lowest of the compared OMol25 structures with the same formula, charge and spin   19.41 kcal/mol
LUMO (spin up / spin down)   -9.203 / -9.216 eV
Total energy   -2802.314832 Eh
Orbital gap (spin up / spin down)   6.47 / 6.46 eV
Multiplicity   1
F_max   0.21 eV Å⁻¹
Total charge   +2

XYZ file:
```
56
C14H27N2O8P3PtS, DFT ωB97M-V/def2-TZVPD
O -0.4815 2.9982 0.6811
H 2.8941 0.2331 3.2099
P 2.3775 -0.6381 1.0578
C -1.5643 4.3242 -0.7719
Pt 0.1245 -0.3389 1.0375
C -4.0115 4.3686 -0.6976
C 4.1637 -2.7364 0.3860
C 2.7326 -2.2126 0.2278
H -4.9411 3.1904 0.8124
H 2.5343 0.8281 -0.7788
H -4.5327 -0.5584 0.4590
H 2.4823 -2.0694 -0.8241
H 4.8812 -2.1331 -0.1639
H 4.8580 -0.0242 -0.8299
C 0.0830 0.0941 2.8469
O -1.9941 -0.2341 0.8109
N -2.4381 -0.6010 -3.0752
H 1.5617 -1.9738 3.5994
O -0.1661 -2.0438 -3.0383
O -0.5991 -3.1797 -0.7539
N -1.5294 3.4487 0.2853
H 4.4813 -2.7759 1.4267
C 3.0885 0.7672 0.1616
O 0.2125 -0.7222 -0.9628
P -2.6788 0.0874 -0.5104
C -2.7552 4.7751 -1.2426
P -0.6045 -1.9175 -1.4948
H 2.9974 -2.8531 3.0964
H -4.9294 4.7426 -1.1273
O 0.0478 0.3748 3.9375
C -2.3437 -1.2795 -1.7200
H 4.2157 -3.7514 -0.0045
H -1.7972 -1.0470 -3.7405
C -3.3212 -2.4477 -1.6595
H 2.0036 -2.9270 0.6190
H -4.3455 -2.1106 -1.8288
S -2.7103 2.2413 2.3290
H 3.0430 -1.8517 4.5411
H 4.1999 -0.7374 2.5740
H -3.3917 -0.6440 -3.4386
C 2.6486 -1.9167 3.5289
H -0.5933 4.5753 -1.1699
H -3.0680 -3.2138 -2.3938
O -4.2484 0.0560 -0.2316
O -2.3564 1.3468 -1.2371
H -3.2582 -2.9214 -0.6813
H 2.8089 1.6486 0.7460
H -2.7340 5.4655 -2.0765
C 3.1163 -0.7128 2.7088
C -4.0245 3.5273 0.3495
H 5.1666 0.5304 0.8182
H 4.9254 1.6931 -0.4732
C -2.7945 3.0644 0.9607
H 0.1549 -2.9303 -3.2571
C 4.5973 0.7285 -0.0896
H -2.1880 0.3938 -2.9377
```

---

# 3
Here is a 3-piece molecular cluster, C14H27N8O2 overall at a distorted geometry from OMol25. Energies are from ωB97M-V/def2-TZVPD.

## Properties
Molecular weight   339.42 g/mol
LUMO   -3.565 eV
Total energy   -1137.936415 Eh
Orbital gap   8.86 eV
Multiplicity   1
F_max   2.82 eV Å⁻¹
Total charge   +1

XYZ file:
```
51
C14H27N8O2, DFT ωB97M-V/def2-TZVPD
C -0.7856 -0.6833 0.3241
N 1.3143 -0.6517 -0.6087
H 2.7564 2.7520 -2.8858
H -5.9791 -2.1605 3.7568
N -0.5563 -0.2537 -2.1073
H 3.3201 5.0606 -0.7934
H 2.4524 5.0809 -3.7325
N -3.9866 -4.5067 0.4973
H -0.1057 1.7460 -1.5323
H -0.1636 -2.3185 1.4210
C 2.5918 5.2019 -1.5935
N -1.5434 0.3315 1.1022
H -7.4686 -3.9907 2.9009
C 3.5742 0.4168 -0.2974
H -6.2180 -2.4124 1.2855
H 3.0033 -1.0636 -1.7381
H -6.1022 -5.1117 2.9453
H 2.2664 6.2405 -1.5644
H 1.7236 4.5722 -1.3815
H 2.0956 -3.3912 0.3060
H -4.6676 -1.7448 1.7716
H 3.9422 3.1983 -4.0992
C 2.5384 -0.2069 -1.2644
C -1.9117 -0.1070 2.1878
N 0.1899 -1.4369 1.0695
H 2.2782 1.8245 0.4644
C -6.5160 -4.2045 3.3879
C 3.6124 3.4034 -3.0795
H 4.2289 1.0374 -0.8958
N 5.5591 2.8204 -1.4428
H 4.0454 5.5184 -3.1484
H 2.7836 0.7083 1.5933
H 2.3213 0.4771 -2.0653
C -4.5738 -3.6974 1.0606
H 4.1891 -0.3804 0.0959
H -4.6159 -3.2639 3.7560
N 3.0287 1.2242 0.7658
C -5.5547 -3.0290 3.2512
H -6.7149 -4.4101 4.4386
C -5.2808 -2.6481 1.7914
C 0.0605 0.0249 -0.8192
H 3.1636 -2.1702 0.9600
N 2.2826 -2.4440 0.5703
C 4.6995 3.0639 -2.1625
O -2.2199 -0.6222 3.1907
H -1.5204 0.0438 -2.0015
H -0.6023 -1.2502 -2.2813
O 0.1169 1.3714 -0.6723
C 3.1898 4.8704 -2.9565
H -1.5628 -1.2981 -0.1030
C 1.3216 -1.5309 0.3327
```

---

# 4
Here is a 2-piece molecular cluster, C14H27NO2S3Si overall at a distorted geometry from OMol25. Energies are from ωB97M-V/def2-TZVPD.

## Properties
Molecular weight   365.66 g/mol
Structure (SMILES)   C#C[Si@@H](CCCS)CCCSC(=S)N1CCOCC1.CO
LUMO   -0.520 eV
Total energy   -2238.670853 Eh
Orbital gap   8.20 eV
Multiplicity   1
F_max   7.45 eV Å⁻¹

XYZ file:
```
48
C14H27NO2S3Si, DFT ωB97M-V/def2-TZVPD
H -4.4324 0.4810 0.1230
Si 2.7518 -0.1115 0.9258
C -2.0126 -0.9618 -0.2856
H 2.7569 2.9379 -2.3592
H -3.0078 3.0278 1.2799
H -0.3098 0.0682 1.5392
H -5.3502 -4.5064 -3.2357
C 0.6353 -2.1706 -1.2443
H 1.8873 0.3747 2.0305
O -4.4156 -4.7906 -1.4328
C 2.2499 0.9088 -0.6185
H 1.6738 -2.3296 1.5762
C -3.4063 0.9759 0.3657
H 2.1480 -3.7034 -0.6316
C -3.5842 2.0611 1.5912
C 5.7299 0.7754 1.7600
H 3.4467 -2.5165 1.0991
N -2.4134 -0.0603 0.8167
C -1.6982 1.2859 2.8035
H -1.0470 2.2110 3.0747
H 2.9631 0.8061 -1.5132
H -3.0436 1.5952 -0.5388
C 4.6135 0.2671 1.2535
H 2.9311 -2.2647 -1.4761
H -3.6182 -4.0908 -3.1997
H 3.1876 2.6234 0.6355
H -1.4339 0.4452 3.5483
C 2.4466 -1.9986 0.7883
H 0.6335 -1.1607 -1.8268
C 2.1095 -2.5383 -0.6964
H -3.7068 -4.3715 -0.9248
C 2.3458 2.4890 -0.1596
S 3.7606 4.8020 -1.0671
H -4.8170 -3.0209 -2.4093
H 4.5254 4.2511 -0.0305
H 0.3829 -2.9714 -2.0545
C -1.2413 0.7249 1.3294
O -3.1286 1.5438 2.8679
H -4.7139 2.3132 1.7124
H 1.1291 0.7580 -0.9042
H 1.4335 3.9989 -1.5957
H -0.9852 1.5885 0.6093
S -2.6510 -0.9106 -1.8418
S -0.7187 -2.2913 0.0325
C 2.4572 3.5114 -1.4044
C -4.5555 -4.0569 -2.6386
H 6.7380 1.3225 1.8996
H 1.3545 2.6784 0.4272
```